{
  "formula": "C28H31N2O3SSiTi",
  "method": "ωB97M-V/def2-TZVPD",
  "lumo_ev": [-0.52, -0.53],
  "fmax_ev_per_a": 0.77,
  "spin_multiplicity": 2,
  "orbital_gap_ev": [7.0, 7.2],
  "charge": 0,
  "total_energy_ev": -80497.2811,
  "elements": ["Ti", "C", "C", "C", "C", "C", "C", "C", "C", "C", "S", "C", "N", "H", "H", "H", "H", "H", "H", "H", "H", "N", "C", "C", "O", "O", "H", "H", "H", "H", "C", "C", "C", "C", "Si", "O", "C", "C", "C", "C", "C", "C", "C", "C", "C", "C", "C", "C", "H", "H", "H", "H", "H", "H", "H", "H", "H", "H", "H", "H", "H", "H", "H", "H", "H", "H", "H"],
  "positions_angstrom": [[0.14092, -0.24990, 0.37949], [-2.16662, -0.90223, 2.69471], [-0.85770, -0.49551, 3.30431], [-0.79425, -0.22881, 4.68565], [0.38877, 0.16327, 5.23812], [1.55209, 0.24552, 4.44318], [2.80485, 0.61305, 4.97647], [3.89904, 0.62935, 4.15605], [3.79001, 0.26345, 2.80627], [2.58635, -0.10586, 2.24007], [2.50492, -0.65263, 0.57556], [1.43584, -0.07916, 3.07381], [0.21093, -0.39689, 2.53108], [-2.66198, -1.63066, 3.33735], [-2.03027, -1.35054, 1.71188], [-2.82967, -0.03734, 2.61169], [-1.69176, -0.33150, 5.27972], [0.46062, 0.39566, 6.29368], [2.87690, 0.87072, 6.02501], [4.86953, 0.91180, 4.54249], [4.67650, 0.25631, 2.18621], [-2.01821, 0.54343, -0.33337], [-2.07069, 2.00301, -0.20080], [-0.64266, 2.56151, -0.26537], [-0.42488, 3.70424, -0.57947], [0.25880, 1.67834, 0.07831], [-1.96252, 0.27018, -1.31087], [-2.85365, 0.09362, 0.02147], [-2.46324, 2.25445, 0.78687], [-2.69499, 2.49729, -0.94510], [1.23997, -4.37819, 0.82170], [-0.17345, -4.64446, 0.28044], [-1.16499, -4.47147, 1.43996], [-0.22278, -6.07978, -0.24647], [-0.51197, -3.33267, -1.04468], [-0.49748, -1.85586, -0.35132], [0.77956, -3.37837, -2.40435], [0.82492, -4.46446, -3.28435], [1.76018, -4.52674, -4.30544], [2.67140, -3.49224, -4.47351], [2.63599, -2.40060, -3.61996], [1.69683, -2.34838, -2.59806], [-2.20374, -3.47628, -1.87286], [-2.50676, -2.48898, -2.81765], [-3.72844, -2.45267, -3.47018], [-4.68578, -3.42174, -3.19713], [-4.40414, -4.41918, -2.27766], [-3.17600, -4.44332, -1.62666], [1.46445, -5.07269, 1.63834], [1.34680, -3.36017, 1.20157], [1.99583, -4.51778, 0.04545], [-0.96473, -5.21697, 2.21683], [-2.20412, -4.58658, 1.12874], [-1.05765, -3.48410, 1.89522], [0.00727, -6.77235, 0.57031], [0.52148, -6.24291, -1.02799], [-1.19910, -6.35715, -0.64807], [0.10656, -5.27198, -3.18557], [1.77461, -5.37859, -4.97365], [3.40256, -3.53669, -5.27051], [3.33985, -1.58725, -3.74228], [1.69628, -1.48852, -1.93670], [-1.75819, -1.74041, -3.06363], [-3.93106, -1.67868, -4.20004], [-5.64055, -3.40374, -3.70683], [-5.13894, -5.18556, -2.06520], [-2.98756, -5.23693, -0.91547]]
}